No. 1
{"formula": "C6H14N2O2", "method": "the ωB97M-V functional and the def2-TZVPD basis", "elements": ["C", "C", "C", "O", "N", "H", "H", "H", "H", "H", "H", "H", "C", "C", "C", "O", "N", "H", "H", "H", "H", "H", "H", "H"], "positions_angstrom": [[-0.533, 3.115, 1.198], [1.321, 0.976, -1.305], [0.383, 2.685, 0.072], [0.977, 3.542, -0.569], [0.566, 1.367, -0.135], [-0.681, 2.325, 1.930], [-0.123, 0.672, 0.161], [1.023, 1.541, -2.193], [-0.057, 3.938, 1.724], [-1.438, 3.469, 0.723], [2.383, 1.170, -1.166], [1.195, -0.083, -1.515], [-1.216, -3.139, -1.336], [0.604, -1.901, 1.715], [-0.788, -2.175, -0.273], [-1.020, -0.965, -0.398], [-0.290, -2.683, 0.871], [-0.765, -4.117, -1.256], [-0.184, -3.689, 0.874], [1.372, -1.425, 1.100], [0.004, -1.140, 2.213], [-2.315, -3.172, -1.413], [-0.972, -2.648, -2.283], [1.122, -2.595, 2.368]], "forces_ev_per_a": [[0.53, -0.35, 0.02], [0.34, -0.04, -0.42], [0.37, 0.19, 0.51], [0.12, 0.14, -0.30], [-0.40, -0.23, -0.36], [-0.45, -0.15, -0.14], [0.11, 0.21, 0.08], [-0.11, 0.01, 0.11], [0.01, 0.18, -0.16], [-0.45, -0.01, 0.24], [0.12, 0.05, 0.10], [-0.16, 0.00, 0.23], [-0.46, 0.68, -0.70], [-0.49, -0.06, -0.58], [-0.70, 0.55, 0.63], [0.35, -0.10, -0.13], [0.36, -0.26, -0.60], [-0.01, -0.28, -0.01], [0.28, -0.13, 0.13], [-0.05, 0.14, -0.01], [0.36, -0.02, 0.39], [0.13, -0.23, 0.49], [0.38, -0.31, 0.05], [-0.16, 0.04, 0.44]], "mulliken_charge": [-1.0606, -1.1157, 0.6333, -0.6492, 0.2715, 0.2694, 0.2098, 0.2978, 0.3041, 0.2599, 0.3455, 0.2740, -1.9028, -2.4261, -1.1346, 0.3076, 0.1466, 1.0671, 0.7707, 0.0887, 0.0378, 0.2354, 0.2143, 1.5555], "relative_energy_ev": 0.550, "largest_force_ev_per_a": 1.09, "e_lumo_ha": [0.1304, 0.1281], "multiplicity": 2, "charge": -1, "e_tot_ev": -13524.214}

***

No. 2
{"formula": "C26H50NP3STi", "method": "the ωB97M-V functional and the def2-TZVPD basis", "elements": ["Ti", "P", "P", "P", "H", "C", "C", "H", "C", "C", "C", "C", "C", "C", "C", "C", "C", "H", "H", "H", "H", "H", "H", "H", "H", "H", "H", "H", "H", "H", "H", "H", "H", "H", "H", "H", "H", "H", "H", "H", "H", "H", "H", "H", "H", "H", "C", "C", "C", "C", "C", "C", "S", "H", "H", "H", "H", "H", "H", "C", "N", "C", "C", "C", "C", "C", "C", "C", "C", "H", "H", "H", "H", "H", "H", "H", "H", "H", "H", "H", "H", "H"], "positions_angstrom": [[0.472, 0.392, -0.494], [1.803, 1.494, 0.991], [-1.282, 1.752, 0.094], [1.352, 1.508, -2.400], [-1.743, -2.692, 1.239], [-1.473, -2.909, 0.170], [-0.500, -3.803, -0.184], [0.257, -3.780, 0.667], [1.920, 1.226, 2.808], [1.688, 3.296, 1.243], [3.503, 1.070, 0.585], [-2.922, 1.024, -0.096], [-1.181, 2.317, 1.856], [-1.367, 3.382, -0.712], [2.995, 0.642, -2.746], [2.099, 3.113, -2.323], [0.009, 1.843, -3.645], [-1.980, -2.216, -0.531], [-0.331, -4.123, -1.243], [2.294, 0.220, 3.042], [0.963, 1.368, 3.328], [2.663, 1.945, 3.178], [0.745, 3.563, 1.720], [1.822, 3.854, 0.323], [2.499, 3.514, 1.940], [3.668, -0.015, 0.542], [4.107, 1.473, 1.405], [3.834, 1.516, -0.355], [-3.646, 1.821, 0.053], [-3.152, 0.219, 0.599], [-3.058, 0.609, -1.093], [-1.169, 3.430, 1.915], [-0.278, 1.928, 2.392], [-2.080, 1.975, 2.405], [-2.214, 3.871, -0.208], [-1.545, 3.288, -1.791], [-0.445, 3.956, -0.542], [3.296, 1.009, -3.746], [3.019, -0.470, -2.734], [3.729, 0.996, -1.991], [2.364, 3.244, -3.373], [2.978, 3.099, -1.691], [1.376, 3.845, -1.989], [0.284, 1.254, -4.558], [0.012, 2.948, -3.841], [-1.035, 1.550, -3.300], [-0.126, -2.113, -4.661], [-1.226, -2.013, -5.573], [-1.558, -3.122, -6.398], [-0.616, -4.124, -6.645], [0.484, -4.223, -5.769], [0.759, -3.203, -4.853], [0.416, -1.075, -3.210], [-0.341, -0.474, -1.826], [-1.843, -1.098, -5.590], [-2.525, -3.264, -6.897], [-0.686, -4.803, -7.508], [1.131, -5.105, -5.816], [1.663, -3.225, -4.236], [-1.164, 0.443, 4.894], [-2.202, -0.362, 4.170], [-3.564, 0.229, 4.362], [-1.866, -0.699, 2.750], [-0.484, -1.209, 2.644], [-0.201, -2.265, 3.531], [1.057, -2.833, 3.691], [2.033, -2.378, 2.817], [1.667, -1.563, 1.693], [0.443, -0.821, 1.652], [-1.027, 1.415, 4.412], [-0.231, -0.122, 4.899], [-1.535, 0.596, 5.911], [-2.212, -1.283, 4.630], [-3.620, 1.215, 3.882], [-4.300, -0.464, 3.937], [-3.719, 0.348, 5.445], [-2.617, -1.422, 2.445], [-2.035, 0.168, 2.132], [-0.976, -2.718, 4.127], [1.274, -3.675, 4.357], [3.067, -2.735, 2.902], [2.331, -1.573, 0.786]], "forces_ev_per_a": [[-0.20, -5.00, 2.19], [1.30, 1.68, 2.91], [-1.21, 1.71, 1.24], [1.10, 0.53, -0.60], [0.88, -0.41, -1.34], [0.35, 0.01, -0.34], [-0.32, 2.63, 1.22], [-0.84, -1.74, -1.29], [0.40, -0.57, 0.58], [0.69, 0.28, -0.61], [0.90, 0.34, -0.08], [-0.52, 0.10, -0.19], [-0.24, 0.19, 0.81], [-0.25, -0.09, -0.26], [-0.15, -0.43, -0.75], [-0.04, 0.39, -0.03], [-0.14, 0.10, -0.73], [-0.46, -1.23, 0.01], [0.20, 0.43, 1.24], [-0.21, 0.49, -0.05], [0.61, -0.07, -0.07], [-0.33, -0.10, 0.00], [0.42, -0.02, -0.19], [0.00, 0.28, -0.02], [-0.06, 0.42, -0.24], [-0.13, 0.36, 0.03], [0.18, -0.10, -0.23], [0.02, 0.01, 0.45], [-0.28, 0.03, -0.02], [0.18, 0.07, -0.04], [0.05, 0.12, -0.15], [-0.14, -0.80, -0.14], [-1.31, 0.34, -0.72], [0.44, 0.41, -0.37], [0.25, 0.18, -0.43], [-0.09, 0.16, 0.32], [-0.32, -0.21, 0.04], [0.13, -0.33, 0.40], [-0.26, 0.86, -0.10], [-0.67, -0.08, -0.80], [0.29, 0.71, 0.11], [0.14, 0.27, -0.03], [0.06, 0.43, -0.14], [-0.55, 0.84, 0.60], [0.06, -0.99, 0.00], [1.51, 0.10, -0.35], [-0.68, -0.68, -0.56], [-0.71, -0.16, 1.03], [0.57, 0.78, -0.30], [0.61, -0.07, 1.01], [0.39, 0.63, -0.61], [-0.23, -0.46, 1.16], [0.31, 0.06, -0.22], [-1.04, -2.20, -3.18], [0.01, -0.81, 0.30], [0.45, 0.96, -0.05], [-0.43, 0.05, 0.82], [0.03, 0.59, -0.16], [-0.43, -0.46, -0.06], [-0.03, 0.06, 0.23], [-0.06, -0.06, 0.65], [-0.16, -0.10, 0.12], [-0.45, 0.59, -0.20], [0.99, -0.73, 0.06], [0.42, -0.26, 0.05], [0.07, 0.42, -0.54], [0.43, 0.17, -1.85], [-0.31, -0.32, 0.37], [0.39, -1.07, -1.17], [-0.18, -0.27, 0.06], [-0.16, 0.20, 0.08], [0.20, -0.02, -0.15], [-0.05, 0.41, 0.11], [0.07, -0.34, 0.08], [0.10, 0.30, 0.13], [-0.10, -0.08, -0.46], [-0.12, -0.29, 0.03], [0.11, 0.03, 0.25], [-0.45, 0.03, 0.18], [-0.22, 0.62, -0.01], [-0.51, -0.07, -0.22], [-0.26, 0.25, 1.19]], "mulliken_charge": [-1.5723, 1.0556, 1.6851, 1.0803, -0.0824, -0.1553, -0.5194, 0.2096, -1.5556, -1.2487, -1.0923, -1.2708, -1.1480, -1.2854, -1.1870, -1.7471, -1.0732, 0.3322, 0.3573, 0.3039, 0.2631, 0.8290, 0.3548, 0.3870, 0.5624, 0.2469, 0.5817, 0.4211, 0.4807, 0.3320, 0.4397, 0.8452, -0.5201, 0.4314, 0.6021, 0.3801, 0.3254, 0.4526, 0.3110, 0.4764, 0.6216, 0.4812, 0.4565, 0.5221, 0.5497, 0.2845, 0.6198, -0.3369, -0.5913, -0.3715, -0.6079, -0.5586, -0.0248, 0.1822, 0.3571, 0.3860, 0.3958, 0.3742, 0.3881, -0.6008, -0.0562, -0.7846, 0.4995, -0.1855, -0.8341, -1.0647, -1.0676, -0.5684, 1.7093, 0.2232, 0.2458, 0.5044, 0.4376, 0.3217, 0.3715, 0.3753, 1.2414, -2.0339, 0.4350, 0.4819, 0.4908, 0.4413], "largest_force_ev_per_a": 5.46, "e_lumo_ha": [-0.3762, -0.3722], "multiplicity": 2, "charge": 3, "e_tot_ev": -91046.566}